Record 1
One molecule with the formula C12H22N2S, computed with the ωB97M-V functional and the def2-TZVPD basis.

Each line ends with the Mulliken charge.
Atoms and positions in Å:
C  -1.3263  -2.2941  -0.2407  -1.703
H  -1.9242  -3.0772  -0.7019  0.478
H  -0.7767  -2.7209  0.5960  0.411
C  -2.2181  -1.1507  0.2340  0.108
C  -2.9582  -0.5039  -0.9360  -0.761
C  -3.8741  0.6138  -0.4494  -0.658
C  -3.0616  1.6694  0.2919  -0.628
C  -2.3190  1.0410  1.4658  -1.368
H  -3.0324  0.6275  2.1819  0.385
H  -1.7201  1.7967  1.9781  0.387
C  -1.3985  -0.0855  0.9840  -0.013
N  -0.3899  0.4588  0.1234  -0.458
C  0.8282  0.3150  0.3594  0.327
N  1.8174  0.8664  -0.3915  -0.351
H  1.5384  1.2189  -1.2944  0.329
C  3.1416  0.2863  -0.2624  1.252
C  4.1923  1.3238  -0.6533  -1.794
H  4.0363  2.2453  -0.0977  0.439
H  4.1261  1.5438  -1.7162  0.418
H  5.1885  0.9467  -0.4381  0.369
C  3.2394  -0.0671  1.2219  -0.797
H  3.9348  -0.8802  1.4156  0.411
H  3.5153  0.8021  1.8202  0.430
S  1.5756  -0.5950  1.7392  -0.209
C  3.2724  -0.9734  -1.1282  -1.649
H  2.5499  -1.7222  -0.8083  0.354
H  4.2719  -1.3920  -1.0424  0.431
H  3.0837  -0.7346  -2.1730  0.388
H  -0.9219  -0.5632  1.8621  0.779
H  -2.3295  2.1047  -0.3896  0.313
H  -3.7159  2.4665  0.6519  0.364
H  -4.3897  1.0680  -1.2986  0.345
H  -4.6324  0.1993  0.2203  0.304
H  -2.2213  -0.0908  -1.6266  0.279
H  -3.5395  -1.2625  -1.4655  0.365
H  -2.9530  -1.5505  0.9420  0.460
H  -0.6096  -1.9302  -0.9739  0.263

Calculated values
Energy above the lowest of the compared OMol25 structures with the same formula, charge and spin = 0.00 kJ/mol
E_LUMO = 0.64 eV
Net charge = 0
HOMO level = -8.52 eV
SMILES string = C[C@@H]1CCCC[C@@H]1/N=C1/NC(C)(C)CS1


Record 2
An isolated ion of composition C12H22N3 and charge +1, computed with the ωB97M-V functional and the def2-TZVPD basis.

Each line ends with the Mulliken charge.
Atoms and positions in Å:
C  -1.0270  2.0250  -0.4832  -0.229
C  1.1198  2.3731  -0.1921  0.101
C  -4.1477  -0.4258  -0.3164  0.151
C  -0.8887  0.8666  0.4538  0.019
C  0.5730  0.5641  0.6965  0.903
C  -5.5410  -0.0109  -0.0408  -1.139
C  1.0313  0.7374  2.1151  -1.919
C  3.1576  -2.1117  -0.4982  -1.485
C  1.1751  -0.1527  -1.6365  -1.806
C  -1.8214  -0.3012  0.0542  -1.238
C  2.5918  -0.9475  0.3117  -0.659
C  1.1883  -0.5313  -0.1530  0.721
N  -0.0221  2.7819  -0.7408  -0.614
N  -3.1733  0.1303  0.2507  -0.349
N  2.2257  3.0205  -0.1316  -0.178
H  -1.9919  2.2610  -0.9065  0.515
H  -4.0261  -1.2595  -1.0223  0.390
H  -1.3318  1.2526  1.3852  0.360
H  -6.0568  -0.8302  0.4566  0.310
H  -5.5639  0.8661  0.5983  0.285
H  -6.0676  0.1871  -0.9709  0.329
H  0.7218  -0.1295  2.6999  0.413
H  0.5876  1.6207  2.5694  0.531
H  2.1102  0.8187  2.1898  0.452
H  3.4763  -1.7977  -1.4870  0.366
H  2.4167  -2.9009  -0.6005  0.350
H  4.0210  -2.5276  0.0154  0.419
H  1.8652  0.6694  -1.8238  0.353
H  0.1858  0.1618  -1.9617  0.408
H  1.4743  -0.9980  -2.2474  0.509
H  -1.6221  -1.1359  0.7367  0.382
H  -1.6280  -0.6437  -0.9702  0.478
H  2.5308  -1.2667  1.3511  0.473
H  3.2774  -0.1013  0.2513  0.239
H  0.5477  -1.4156  -0.0332  0.569
H  3.0406  2.6091  0.3041  0.267
H  2.3198  3.9582  -0.5159  0.322

Calculated values
Energy above the lowest of the compared OMol25 structures with the same formula, charge and spin = 115.59 kJ/mol
E_LUMO = -4.36 eV
Net charge = +1
HOMO level = -12.76 eV


Record 3
C12H22N3O7OsP2S2 as an isolated structure, computed with the ωB97M-V functional and the def2-TZVPD basis.

Each line ends with the Löwdin spin population.
Atoms and positions in Å:
Os  0.1064  0.0831  0.1129  2.438
N  -3.6513  -2.7414  -0.9991  0.000
C  -3.2325  -1.5727  -0.1310  0.001
C  -4.3248  -1.3374  0.9124  0.001
P  -1.6564  -1.9677  0.7066  0.010
O  -1.9650  -3.4610  1.1021  0.004
O  -0.4730  -1.8854  -0.2922  0.065
O  -1.4803  -0.9504  1.7734  0.096
P  -3.1417  0.0155  -1.1963  0.000
O  -2.7367  -0.7730  -2.5501  0.000
O  -1.3760  1.5038  0.2595  0.161
O  -1.5318  0.6108  -0.8852  0.024
H  -3.5488  -3.6198  -0.4712  0.000
H  -3.0897  -2.7951  -1.8592  0.000
H  -4.6396  -2.6641  -1.2745  0.000
H  -4.4528  -2.2049  1.5588  0.000
H  -5.2771  -1.1103  0.4290  0.000
H  -4.0483  -0.4861  1.5330  0.000
H  -1.4368  -3.9225  1.7671  0.000
H  -2.9722  -0.3194  -3.3726  0.000
C  3.5280  1.0213  2.2638  0.016
C  3.5477  1.3887  0.8338  0.082
N  2.5566  1.3516  -0.0051  0.051
C  2.9440  1.8901  -1.2219  0.093
C  4.2985  2.2488  -1.2905  0.207
S  5.0518  1.9878  0.1725  0.094
C  1.9985  2.2425  -2.2120  0.104
C  2.3095  2.9891  -3.3635  0.215
S  0.9202  3.5177  -4.1102  0.095
C  -0.0442  2.6958  -2.8973  0.091
N  0.6525  2.0516  -2.0085  0.030
C  -1.5206  2.8254  -2.9513  0.018
H  2.5287  1.1430  2.6789  0.001
H  4.2244  1.6468  2.8201  0.002
H  3.8497  -0.0120  2.3729  0.007
H  4.8248  2.6717  -2.1296  0.005
H  3.2864  3.2514  -3.7350  0.005
H  -1.8191  3.6293  -3.6200  0.000
H  -1.9047  3.0238  -1.9513  0.004
H  -1.9498  1.8993  -3.3315  0.006
C  2.3293  -1.8448  3.5821  0.001
C  1.1304  -1.2451  2.8999  0.006
O  1.4272  -0.8305  1.4886  0.059
H  1.9867  -2.2689  4.5263  0.000
H  3.1021  -1.1250  3.8236  0.000
H  2.7592  -2.6674  3.0097  0.000
H  0.7437  -0.3380  3.3591  0.000
H  0.3198  -1.9632  2.8344  0.001
H  1.8471  -1.5827  1.0387  0.005

Calculated values
Energy above the lowest of the compared OMol25 structures with the same formula, charge and spin = 573.05 kJ/mol
<S²> = 6.032
E_LUMO (spin up / spin down) = -9.38 / -11.88 eV
Spin multiplicity = 5
Net charge = +3
HOMO level (spin up / spin down) = -17.56 / -17.93 eV


Record 4
C12H22N9O5Tc as an isolated structure, computed with the ωB97M-V functional and the def2-TZVPD basis.

Each line ends with the Löwdin spin population.
Atoms and positions in Å:
Tc  -1.3830  1.9428  -0.5667  0.998
C  3.5437  3.4012  1.7403  0.000
N  2.7434  2.4524  0.9803  0.003
C  3.2943  1.1088  0.8117  0.000
C  1.4553  2.6931  0.6504  0.006
N  0.6459  1.8534  0.1240  0.017
N  1.0209  3.9985  0.9135  0.002
C  -0.1733  4.5698  0.5751  0.005
N  -0.2539  5.8924  0.8334  0.001
N  -1.1704  3.9098  0.0561  0.005
H  4.5415  2.9891  1.8525  0.000
H  3.1426  3.5763  2.7428  0.000
H  3.6628  4.3514  1.2124  0.000
H  4.3510  1.2001  0.5703  0.000
H  2.8127  0.5826  -0.0077  0.000
H  3.1846  0.5215  1.7261  0.000
H  1.0095  0.9219  -0.1226  0.001
H  1.6967  4.6185  1.3237  0.000
H  0.5312  6.4259  1.1601  0.000
H  -1.0845  6.4023  0.5916  0.000
H  -1.9470  4.5206  -0.1664  0.002
O  -1.8172  -5.0437  -1.3308  0.000
C  -1.4664  -5.2487  -0.0387  0.000
O  -1.4650  -6.3415  0.4599  0.000
C  -1.0875  -4.0193  0.6675  0.000
C  -0.8529  -4.0039  2.0268  0.000
N  -0.6100  -2.7314  2.3527  0.000
N  -0.6598  -1.8957  1.3051  0.000
C  -0.9487  -2.6605  0.2696  0.000
C  -0.3133  -0.7083  -1.3883  0.008
O  -0.3131  -1.4677  -2.9436  0.001
O  -1.1110  0.4010  -1.5948  0.063
H  -2.0728  -5.9103  -1.6836  0.000
H  -0.8516  -4.8089  2.7421  0.000
H  -0.4134  -2.3595  3.2655  0.000
C  -3.2373  2.1419  -0.6528  -0.112
H  -3.8832  1.3113  -0.9514  0.001
H  -3.8316  2.9787  -0.2759  -0.009
C  0.7416  -3.4201  -2.1183  0.000
N  -0.5258  -2.6791  -2.2656  0.000
C  -1.1692  -2.0037  -1.0555  0.001
N  -2.5613  -1.9120  -1.3589  0.000
O  0.8371  -0.5919  -0.9373  0.006
H  1.0799  -3.6641  -3.1219  0.000
H  0.5784  -4.3254  -1.5416  0.000
H  1.4464  -2.7552  -1.6303  0.000
H  -1.2413  -3.2325  -2.7390  0.000
H  -3.1286  -1.8806  -0.5249  0.000
H  -2.7465  -1.1010  -1.9371  0.000

Calculated values
Energy above the lowest of the compared OMol25 structures with the same formula, charge and spin = 517.07 kJ/mol
<S²> = 0.794
E_LUMO (spin up / spin down) = -3.45 / -3.09 eV
Spin multiplicity = 2
Net charge = +1
HOMO level (spin up / spin down) = -10.75 / -10.52 eV


Record 5
One molecule with the formula C12H22S, computed with the ωB97M-V functional and the def2-TZVPD basis.

Each line ends with the Mulliken charge.
Atoms and positions in Å:
C  2.7328  -0.9870  -0.2416  -0.773
C  -1.2906  0.4742  -0.1056  0.184
C  0.4035  -0.7594  -1.4780  -1.004
C  1.2786  -1.3135  -0.2389  0.233
C  -0.9833  -0.7932  0.5698  -0.936
C  -1.0408  -0.6960  -0.9644  1.324
C  0.4703  -0.9243  0.9683  0.794
C  -2.2323  -1.2596  -1.7722  -1.876
C  0.8016  -1.8494  2.0908  -2.225
C  -2.5567  2.3170  1.1393  -1.633
C  3.0918  2.2557  -0.5907  -0.937
C  -2.6647  1.0952  0.1897  -0.679
S  3.0428  0.5596  0.3800  0.025
H  3.2266  -1.3007  -1.2578  0.309
H  0.6454  0.2978  -1.7731  0.217
H  0.6413  -1.3813  -2.3400  0.414
H  1.3774  -2.3682  -0.4703  0.277
H  -1.7139  -1.3984  1.1199  0.366
H  -0.5275  1.3265  -0.2477  -0.126
H  0.8787  -0.0512  1.4633  0.236
H  -2.1985  -2.2843  -1.7370  0.453
H  -2.4831  -0.8763  -2.7106  0.403
H  -3.1105  -1.0728  -1.1912  0.439
H  0.3850  -2.8181  1.9087  0.485
H  0.4656  -1.4630  3.0232  0.458
H  1.8629  -1.9421  2.1040  0.417
H  -3.5595  2.3537  1.4564  0.424
H  -2.3491  3.0926  0.5654  0.432
H  -1.9007  2.0600  1.9227  0.395
H  3.8367  1.9791  -1.3278  0.350
H  2.0577  2.4664  -0.8975  0.258
H  3.3878  3.1421  0.1837  0.297
H  -3.1581  1.3306  -0.7641  0.383
H  -3.1147  0.1868  0.5455  0.418
H  4.2978  0.6014  0.4777  0.197

Calculated values
Energy above the lowest of the compared OMol25 structures with the same formula, charge and spin = 33.43 kJ/mol
E_LUMO = 0.55 eV
Net charge = 0
HOMO level = -7.22 eV


Record 6
One molecule with the formula C12H22Si, computed with the ωB97M-V functional and the def2-TZVPD basis.

Each line ends with the Mulliken charge.
Atoms and positions in Å:
C  -1.7488  -2.1985  0.0076  0.018
C  0.7558  -2.5234  -0.0406  0.081
C  -1.6351  -0.9115  -0.0122  -1.162
C  0.9913  -1.2430  -0.0444  -0.337
C  -0.6020  -3.1787  -0.0131  -0.553
C  -2.1749  1.0169  -1.4109  -1.520
C  -1.6205  1.3016  1.0252  -1.306
C  -3.7781  0.2216  0.3484  -1.930
C  3.9790  -0.6660  -0.5902  -1.055
C  2.5144  0.6916  1.7797  -1.064
C  1.8684  1.5214  -1.1517  -0.985
C  -2.2894  0.3943  -0.0141  2.370
Si  2.3013  0.0562  -0.0081  -0.012
H  -2.7110  -2.7132  0.0392  0.396
H  1.5545  -3.2657  -0.0576  0.379
H  -0.6680  -3.8258  0.8697  0.299
H  -0.7030  -3.8316  -0.8880  0.304
H  -1.1329  1.0726  -1.7138  0.287
H  -2.7109  0.4132  -2.1400  0.421
H  -2.5972  2.0195  -1.4119  0.377
H  -2.1156  2.2701  1.0556  0.443
H  -0.5724  1.4435  0.7771  0.045
H  -1.6770  0.8490  2.0125  0.385
H  -3.8805  -0.2198  1.3368  0.407
H  -4.2736  -0.4231  -0.3734  0.422
H  -4.2707  1.1917  0.3457  0.423
H  4.7764  0.0709  -0.5587  0.309
H  4.2762  -1.5010  0.0369  0.298
H  3.9064  -1.0321  -1.6097  0.316
H  1.5784  1.0558  2.1904  0.319
H  2.8706  -0.0998  2.4322  0.333
H  3.2328  1.5050  1.8267  0.339
H  2.5536  2.3505  -0.9933  0.354
H  1.9284  1.2401  -2.1982  0.326
H  0.8670  1.8960  -0.9684  0.275

Calculated values
Energy above the lowest of the compared OMol25 structures with the same formula, charge and spin = 131.71 kJ/mol
E_LUMO (spin up / spin down) = 0.44 / 0.64 eV
Net charge = 0
HOMO level (spin up / spin down) = -7.68 / -7.77 eV


Among the records above, which one has the lowest energy above the lowest of the compared OMol25 structures with the same formula, charge and spin? C12H22N2S


The lowest energy above the lowest of the compared OMol25 structures with the same formula, charge and spin belongs to which entry? C12H22N2S


What is the formula in the second record? C12H22N3


Which of these has the lowest energy above the lowest of the compared OMol25 structures with the same formula, charge and spin? C12H22N2S